(1)
A molecular structure, C15H14Br4Cl6F2KLi2N3O6S at a distorted geometry, computed with ωB97M-V/def2-TZVPD.

The geometry in XYZ format:
```
54
Properties=species:S:1:pos:R:3:mulliken_charge:R:1
C -1.14867 -3.04690 2.75855 -0.192
C -0.83226 -2.49171 1.74074 -0.538
C -0.52211 -1.53283 0.70877 -0.501
C 0.81030 -1.28511 0.39541 -0.861
C 1.09849 -0.30032 -0.55728 0.840
S 2.73994 0.08797 -0.95971 1.159
O 3.28690 0.91894 0.06300 -0.473
O 2.87638 0.58611 -2.28011 -0.612
F 3.64534 -1.31336 -0.93772 -0.320
C 0.08494 0.40183 -1.18604 -0.880
C -1.26546 0.13302 -0.91353 0.179
N -2.19818 0.85216 -1.56854 -0.532
C -3.43646 0.52347 -1.22137 0.583
C -4.56973 1.31131 -1.86262 -0.414
N -4.44676 2.76902 -1.53684 -0.612
C -3.75269 -0.50664 -0.25624 -0.595
N -2.86147 -1.19173 0.42112 -0.582
C -1.59066 -0.86198 0.07095 0.576
H -1.56201 -3.47479 3.63985 0.449
H 1.63163 -1.80920 0.87276 0.597
H 0.33798 1.17334 -1.90104 0.590
H -4.39430 1.22949 -2.92857 0.277
H -5.54250 0.92535 -1.58912 0.425
H -3.91640 2.86845 -0.67738 0.240
H -3.85851 3.18243 -2.25001 0.307
H -4.79808 -0.71644 -0.07638 0.486
Li 0.05147 0.32453 2.33418 0.882
F -4.23411 -0.92308 -2.17565 -0.508
O -6.36791 -0.77187 -3.55396 -0.610
Cl -6.96611 -2.05292 -3.85161 1.665
O -6.93044 -2.88675 -2.66769 -0.690
O -6.22742 -2.69521 -4.91673 -0.684
O -8.34122 -1.86484 -4.26291 -0.687
C 2.37486 -1.08664 6.12063 0.771
Cl 3.24116 -1.89587 4.83911 -0.100
Cl 0.63045 -0.94603 5.71658 -0.197
Cl 2.52144 -1.93833 7.65833 -0.173
H 2.74663 -0.05487 6.23053 -0.335
K 3.62846 -3.18658 -1.25029 0.974
Cl 3.66184 5.69694 1.91458 -0.199
C 4.22727 4.01882 1.71806 -0.244
C 3.95569 3.16468 2.92995 -0.284
Cl 4.90906 3.55571 4.36414 -0.166
H 5.28448 4.05078 1.46972 0.367
H 3.68093 3.59500 0.87544 0.086
H 4.18881 2.12711 2.68447 0.162
H 2.90642 3.22696 3.21981 0.269
Li -0.15035 -0.78557 8.07470 0.853
C 4.30563 -1.66649 -6.37620 -0.281
Br 2.63561 -2.46360 -5.83796 -0.022
Br 5.81445 -2.49486 -5.49885 -0.042
Br 4.51004 -1.67058 -8.28222 0.004
H 4.28207 -0.63445 -6.05701 0.351
Br 3.84514 1.82611 6.61217 -0.755
```

## Properties
**Lowest unoccupied orbital energy**: -0.1153 Eh
**F_max**: 7.40 eV/A
**Total energy**: -15465.2497 hartree
**HOMO**: -6.510 eV

***

(2)
A single C3H3N3 molecule at a distorted geometry, computed with ωB97M-V/def2-TZVPD.

The geometry in XYZ format:
```
9
Properties=species:S:1:pos:R:3:mulliken_charge:R:1
C 0.48236 0.69419 -0.11206 -0.332
C -0.93231 0.64614 -0.01235 -0.060
N -1.67538 -0.39768 -0.00891 -0.186
N -1.00024 -1.39282 -0.11955 -0.308
N 0.35978 -1.47420 0.11307 -0.247
C 1.09176 -0.48949 -0.05058 -0.116
H 1.04923 1.55025 0.20851 0.320
H -1.44863 1.53526 0.16323 0.441
H 2.07342 -0.67166 -0.18135 0.488
```

## Properties
**Lowest unoccupied orbital energy**: -0.0056 Eh
**SMILES**: c1cnnnc1
**F_max**: 8.62 eV/A
**Total energy**: -280.2408 hartree
**HOMO**: -9.249 eV
**Relative energy (zero: lowest compared OMol25 entry of this formula, charge and spin)**: 3.810 eV

***

(3)
13 unconnected molecules or ions with the total composition C52H143N13O13 at a distorted geometry, computed with ωB97M-V/def2-TZVPD.

The geometry in XYZ format:
```
221
Properties=species:S:1:pos:R:3:mulliken_charge:R:1
C -0.26690 -2.05805 -7.64105 -1.340
C -1.02708 -2.98381 -6.70174 0.448
C -0.22266 -3.41901 -5.44432 0.669
O 0.72478 -4.44623 -5.71309 -0.475
C 1.48359 -4.85675 -4.64055 -0.506
N -2.16280 -2.13449 -6.27649 -0.485
H 0.17820 -1.14784 -7.23917 0.231
H -0.86885 -1.89836 -8.53561 0.423
H 0.63937 -2.58659 -7.93675 0.375
H -1.39020 -3.85525 -7.24656 0.403
H -0.90341 -3.87995 -4.72862 0.010
H 0.26244 -2.60337 -4.90812 -0.571
H 2.03197 -3.96213 -4.34551 0.115
H 2.19468 -5.66965 -4.78766 0.304
H 0.89081 -5.22499 -3.80323 0.252
H -1.76509 -1.24722 -6.00322 0.080
H -2.71730 -1.84629 -7.06994 0.299
C 3.89732 0.17801 3.22818 -0.538
C 5.01920 1.12001 2.72186 1.125
C 6.39503 0.40250 2.87443 -1.118
O 7.47092 1.30997 2.86879 -0.336
C 8.72332 0.80748 3.31064 -0.833
N 4.77432 1.55277 1.34966 -0.153
H 4.09569 -0.76970 2.72758 -0.233
H 2.88877 0.52931 3.01022 -0.470
H 3.96838 -0.09927 4.27993 0.471
H 5.03326 1.98620 3.38339 0.697
H 6.44701 -0.40825 2.14775 0.170
H 6.42188 -0.14420 3.81703 0.551
H 8.71927 0.12700 4.16213 0.321
H 9.39262 1.63502 3.54584 0.287
H 9.35015 0.36074 2.53888 0.288
H 4.82920 0.68010 0.84416 -0.607
H 5.52312 2.09561 0.94378 0.297
C 7.07945 -1.92442 -0.95247 -1.344
C 5.98301 -2.52270 -1.71778 0.536
C 4.79547 -1.52377 -1.86303 -1.053
O 4.21437 -1.20512 -0.60040 1.134
C 3.21761 -0.23974 -0.72457 -0.662
N 6.50639 -2.96237 -2.97564 -0.718
H 6.68292 -1.64076 0.02241 -0.061
H 7.47214 -1.00549 -1.38776 0.395
H 7.92010 -2.60483 -0.81660 0.460
H 5.60398 -3.34011 -1.10435 0.307
H 4.08587 -2.00534 -2.53583 0.086
H 5.23261 -0.67361 -2.38671 0.353
H 2.33038 -0.51959 -1.29256 0.356
H 3.52193 0.71074 -1.16282 0.568
H 2.88915 -0.01487 0.29014 -0.759
H 7.45407 -3.24783 -2.77434 0.301
H 6.11605 -3.88654 -3.09245 0.319
C -3.98863 2.37570 3.91685 -1.484
C -4.13927 1.54954 2.66771 0.659
C -4.25923 2.47388 1.42973 -0.073
O -5.41248 3.29388 1.33041 -0.532
C -6.63242 2.63294 1.22106 -0.517
N -3.06792 0.61222 2.43087 -0.140
H -4.13234 1.73643 4.78793 0.425
H -4.64868 3.24265 3.94576 0.385
H -2.96185 2.72502 4.02546 0.027
H -5.05515 0.95856 2.66732 0.169
H -4.11694 1.89970 0.51422 0.148
H -3.45142 3.20154 1.50748 0.105
H -7.37293 3.43112 1.27264 0.382
H -6.88344 1.83581 1.92083 0.268
H -6.71005 2.28490 0.19104 0.033
H -2.84429 0.23396 3.34027 0.283
H -3.52280 -0.17200 1.98569 0.131
C 0.42908 -2.85338 5.24712 -1.123
C 1.30555 -1.67079 5.73049 2.359
C 0.55942 -0.80933 6.80413 -1.369
O -0.49357 -0.05902 6.29001 -0.112
C -1.09558 0.85304 7.21544 -0.802
N 2.54744 -2.10714 6.27235 -0.714
H -0.44625 -2.56481 4.66520 0.207
H 0.15569 -3.44731 6.11924 0.405
H 0.99842 -3.48591 4.56605 0.058
H 1.38089 -0.88388 4.98001 -0.946
H 1.27936 -0.15444 7.29494 0.343
H 0.16462 -1.52476 7.52551 0.514
H -1.69281 0.27611 7.92152 0.345
H -1.84752 1.41226 6.65869 0.121
H -0.45118 1.57122 7.72247 0.353
H 3.06094 -2.61414 5.56568 0.232
H 3.13114 -1.34306 6.58151 0.311
C -6.48384 -0.58586 -1.17766 -0.605
C -6.53589 -1.89346 -0.35838 1.822
C -5.94840 -1.75973 1.10525 -1.346
O -4.60536 -1.34526 1.39049 -0.556
C -3.64096 -2.02072 0.51412 -0.506
N -7.94669 -2.34382 -0.36178 -0.730
H -7.04820 0.18127 -0.64748 0.227
H -6.80609 -0.76098 -2.20411 0.513
H -5.51752 -0.08156 -1.17494 -0.339
H -5.92617 -2.64381 -0.86168 -0.884
H -5.97564 -2.70217 1.65220 0.308
H -6.69625 -1.19061 1.65746 0.488
H -3.78957 -1.67019 -0.50723 -0.044
H -3.65037 -3.11051 0.53323 0.454
H -2.65018 -1.78743 0.90401 0.235
H -8.37543 -2.22242 -1.26817 0.290
H -8.54341 -1.87036 0.30145 0.274
C 3.97689 4.43866 -0.39218 -1.012
C 3.42707 4.90470 0.99186 0.092
C 1.91149 4.73345 1.11760 0.855
O 1.19721 5.51066 0.07829 -0.515
C -0.20172 5.28102 0.13508 -0.518
N 4.20751 4.34774 2.12132 -0.357
H 3.80280 5.16332 -1.18758 0.388
H 3.47598 3.48704 -0.56996 -0.225
H 5.04821 4.23774 -0.38996 0.453
H 3.70868 5.95403 1.07970 0.423
H 1.58382 5.06741 2.10208 0.114
H 1.56901 3.70082 1.18459 -0.235
H -0.56054 5.54813 1.12906 0.362
H -0.52204 4.31678 -0.25956 -0.001
H -0.68764 6.00314 -0.52107 0.359
H 3.76549 4.46217 3.02222 0.271
H 4.12631 3.35024 1.98532 -0.286
C 2.10262 -3.56035 0.80892 -1.608
C 3.00138 -3.51583 2.12792 2.480
C 2.90181 -4.83024 2.96459 -1.231
O 3.29821 -4.57737 4.32035 -0.309
C 2.93582 -5.72393 5.12836 -0.857
N 4.27533 -3.29904 1.55996 -0.542
H 2.42861 -4.37039 0.15649 0.537
H 2.07769 -2.64725 0.21416 -0.051
H 1.10468 -3.85163 1.13661 0.461
H 2.72285 -2.58955 2.63044 -0.703
H 3.36738 -5.72104 2.54291 0.499
H 1.82839 -5.01725 2.99434 0.398
H 3.18885 -6.67733 4.66455 0.353
H 1.86701 -5.80395 5.32673 0.315
H 3.42417 -5.60140 6.09511 0.272
H 4.92072 -3.14722 2.32188 0.389
H 4.28735 -2.39984 1.10020 -0.454
C 0.11391 3.79787 4.38109 -1.157
C 1.62089 3.53924 4.62207 2.063
C 2.37995 4.86221 5.04577 -1.091
O 3.77878 4.70217 4.95512 -0.322
C 4.55725 5.83010 5.19591 -0.995
N 1.78099 2.40724 5.53526 -0.597
H -0.44267 2.86726 4.49192 0.036
H -0.07876 4.20321 3.38777 0.036
H -0.28180 4.45725 5.15359 0.451
H 2.05279 3.31604 3.64650 -0.883
H 2.20063 5.24467 6.05060 0.516
H 2.09078 5.65008 4.35025 0.315
H 4.50838 5.94960 6.27823 0.365
H 4.29564 6.77403 4.71772 0.339
H 5.59417 5.56190 4.99349 0.271
H 2.73277 2.09534 5.40506 0.301
H 1.17226 1.61194 5.40470 0.141
C -2.46107 2.48571 -2.47159 -1.087
C -3.77713 3.28553 -2.77477 0.224
C -4.08188 3.37014 -4.31274 -0.946
O -3.14639 4.22739 -4.94574 -0.302
C -3.51755 4.48381 -6.30624 -0.844
N -4.81351 2.47669 -2.08559 -0.345
H -2.18191 2.66335 -1.43303 -0.009
H -1.73592 2.96757 -3.12738 0.250
H -2.46922 1.41352 -2.66763 0.379
H -3.66778 4.27444 -2.32957 0.456
H -5.08871 3.60388 -4.65882 0.537
H -3.92293 2.41869 -4.82025 0.357
H -4.53143 4.88068 -6.35766 0.328
H -3.59373 3.56983 -6.89525 0.341
H -2.73206 5.05847 -6.79702 0.264
H -4.57816 1.51453 -2.28295 0.027
H -5.70432 2.67250 -2.51945 0.277
C 0.40384 -0.23117 1.71527 -0.216
C 0.01326 0.79165 0.57888 1.105
C -0.74499 0.08744 -0.54969 1.889
O -0.06202 -1.07919 -1.00242 0.088
C -0.78723 -1.67682 -2.06107 -0.494
N -0.78551 1.86124 1.05490 1.463
H -0.45764 -0.87426 1.89526 -0.280
H 0.56519 0.22115 2.69377 0.084
H 1.28830 -0.80882 1.44665 -0.439
H 0.92654 1.24638 0.19518 -0.219
H -0.92620 0.71195 -1.42448 -1.630
H -1.75032 -0.17340 -0.21898 -0.512
H -1.08868 -1.01334 -2.87164 0.123
H -1.71133 -2.18975 -1.79453 -0.064
H -0.16539 -2.48557 -2.44492 0.175
H -1.66058 1.48248 1.38792 -0.474
H -0.34684 2.17245 1.90978 -0.646
C -3.89120 -3.98310 -3.41854 -0.971
C -5.21211 -4.68121 -2.96946 1.583
C -6.19128 -4.93096 -4.17128 -1.157
O -6.25566 -3.79818 -5.05249 -0.222
C -7.31296 -4.02168 -5.92879 -0.837
N -4.79397 -5.92852 -2.32528 -0.821
H -3.18197 -4.62083 -3.94618 0.331
H -3.38976 -3.55648 -2.54983 -0.111
H -4.13231 -3.16289 -4.09472 0.390
H -5.71803 -4.06983 -2.22223 -0.436
H -7.16108 -5.15659 -3.72779 0.446
H -5.80308 -5.76728 -4.75264 0.405
H -8.28337 -4.04937 -5.43316 0.328
H -7.21791 -4.92365 -6.53336 0.319
H -7.36390 -3.18330 -6.62351 0.247
H -4.38123 -5.65996 -1.44345 0.233
H -5.51731 -6.56108 -2.01424 0.276
C 1.54079 1.50884 -6.20223 -1.892
C 0.90603 0.66047 -5.10910 0.476
C 1.34860 1.17662 -3.70341 -0.440
O 1.00355 2.51566 -3.59526 -0.435
C 0.97255 2.99784 -2.26925 -0.335
N -0.52137 0.89116 -5.37263 -0.376
H 1.45235 2.58795 -6.07653 0.389
H 1.27203 1.29362 -7.23642 0.398
H 2.60838 1.28965 -6.18433 0.468
H 1.25041 -0.37315 -5.14286 -0.030
H 2.41766 1.06918 -3.51995 0.671
H 0.78300 0.62594 -2.95178 0.047
H 0.80044 4.07417 -2.26842 0.341
H 2.01481 2.94632 -1.95438 0.517
H 0.30919 2.49764 -1.56367 -0.354
H -0.88994 0.97077 -4.43566 -0.041
H -0.58835 1.83052 -5.73762 0.409
```

## Properties
**Lowest unoccupied orbital energy**: 0.0164 Eh
**F_max**: 2.86 eV/A
**Total energy**: -3756.5716 hartree
**HOMO**: -8.740 eV
**Relative energy (zero: lowest compared OMol25 entry of this formula, charge and spin)**: 4.589 eV

***

(4)
A molecular structure, C12H28BCl2CrF4N4OS, computed with ωB97M-V/def2-TZVPD.

The geometry in XYZ format:
```
54
Properties=species:S:1:pos:R:3:mulliken_charge:R:1
Cr 0.46239 0.26727 0.74459 0.047
C 0.43671 0.49449 3.68948 -0.737
C -0.84854 -0.27313 3.39918 -0.684
N -1.20106 -0.17081 1.94970 0.184
C -1.88371 -1.38815 1.42671 -0.596
C -0.94011 -2.58755 1.39550 -0.761
S 0.75640 -2.12669 0.88344 -0.105
C 1.69575 -2.18395 2.45599 -0.574
C 2.36191 -0.84808 2.72312 -0.567
N 1.42100 0.30826 2.58647 0.274
H 0.22200 1.55862 3.76016 0.386
H 0.85863 0.18392 4.64519 0.379
H -0.73529 -1.32296 3.65439 0.301
H -1.65830 0.11188 4.01510 0.479
H -1.86237 0.59502 1.82969 0.212
H -2.76009 -1.63174 2.02933 0.475
H -2.21819 -1.15378 0.41867 0.302
H -0.85584 -3.09278 2.35524 0.549
H -1.29706 -3.32266 0.67829 0.519
H 1.01702 -2.49259 3.24810 0.347
H 2.45477 -2.95547 2.34794 0.617
H 2.80554 -0.85577 3.71915 0.484
H 3.15966 -0.68111 2.00374 0.100
H 2.03355 1.12414 2.57803 0.398
Cl 0.36634 2.74643 1.04686 -0.039
C -1.19769 3.64770 0.86843 -0.499
Cl -2.55221 2.66363 0.33849 -0.085
H -1.01631 4.41744 0.13061 0.418
H -1.42597 4.07687 1.83262 0.428
F 4.19229 1.81280 -1.07665 -0.213
B 4.25243 0.62855 -0.47998 0.595
F 4.59318 0.56365 0.81761 -0.269
F 4.23511 -0.48669 -1.20094 -0.219
F 2.10785 0.55075 -0.01455 -0.301
C -0.58566 1.51217 -4.38313 -1.196
N -0.28082 1.19460 -2.98078 0.082
C 0.63342 2.12873 -2.31281 -0.527
C -0.70751 0.13260 -2.27581 0.386
O -0.43104 0.09169 -1.02040 -0.411
N -1.34052 -0.95087 -2.79366 0.073
C -2.16556 -1.10940 -4.00256 -0.963
C -1.39353 -2.16929 -1.98895 -0.778
H -0.12102 2.46505 -4.60838 0.400
H -1.65018 1.64150 -4.54763 0.437
H -0.17892 0.77394 -5.07385 0.381
H 1.20693 2.64445 -3.07547 0.506
H 1.33076 1.60470 -1.67111 -0.108
H 0.09096 2.87796 -1.73441 0.095
H -2.19165 -0.24422 -4.63190 0.362
H -3.18887 -1.33623 -3.69937 0.355
H -1.79131 -1.94939 -4.58634 0.312
H -0.57026 -2.20007 -1.29137 -0.166
H -1.29641 -3.02040 -2.66031 0.546
H -2.34863 -2.26504 -1.46148 0.368
```

## Properties
**Lowest unoccupied orbital energy (spin up / spin down)**: -0.2700 / -0.2336 Eh
**Spin multiplicity**: 4
**F_max**: 0.95 eV/A
**Total energy**: -3555.4225 hartree
**Total charge**: +2
**⟨S²⟩**: 3.78
**HOMO (spin up / spin down)**: -14.898 / -14.872 eV
**Relative energy (zero: lowest compared OMol25 entry of this formula, charge and spin)**: 0.817 eV